No. 1
Molecular formula: C27H34FeN6O2
Method: DFT, wB97M-V/def2-TZVPD

- Energy above the lowest of the compared OMol25 structures with the same formula, charge and spin: 34.7 kJ/mol
- Highest occupied orbital energy (spin up / spin down): -10.4 / -10.6 eV

ORCA input file:
```
! wB97M-V def2-TZVPD RIJCOSX def2/J DEFGRID3
* xyz 1 6
Fe 0.30545 -0.01061 -0.33648
C 1.34984 -2.40918 3.32470
C 2.39064 -1.52068 2.69951
C 3.73534 -1.86964 2.82566
C 4.74702 -1.08608 2.30275
C 4.41996 0.09388 1.64842
C 3.09358 0.47714 1.50128
C 2.76937 1.82593 0.90258
C 2.06687 -0.34599 2.00645
N 0.74075 0.03341 1.69633
C -0.21749 0.13368 2.62537
O -0.14160 0.13299 3.84597
C -1.57362 0.37920 1.98272
C -2.77982 0.44148 2.66984
C -3.92429 0.77638 1.96084
C -3.83354 1.12221 0.61233
C -2.58694 1.05305 0.02318
N -1.51674 0.63236 0.68562
C -2.24094 1.66758 -1.29502
O -3.05221 2.12549 -2.06028
N -0.85581 1.69468 -1.55035
C -0.31829 2.81628 -2.07364
C 0.59550 2.69540 -3.16613
C 0.87127 1.34838 -3.76102
C 1.12882 3.83196 -3.72630
C 0.82566 5.09101 -3.21554
C -0.02638 5.22703 -2.12380
C -0.61211 4.12881 -1.53410
C -1.47171 4.32661 -0.31979
H 1.76547 -3.39560 3.52705
H 0.99184 -1.97745 4.25889
H 0.46364 -2.53048 2.69943
H 3.98424 -2.78273 3.35317
H 5.78186 -1.37406 2.42816
H 5.20482 0.74168 1.27588
H 3.68291 2.38854 0.71229
H 2.23596 1.77354 -0.05455
H 2.13749 2.40730 1.57467
H -2.78602 0.24363 3.73264
H -4.88033 0.81881 2.46532
H -4.68315 1.47094 0.04213
H 0.93631 0.59429 -2.97543
H 0.05995 1.04823 -4.42961
H 1.79428 1.35695 -4.33779
H 1.77921 3.74366 -4.58696
H 1.26783 5.97092 -3.66368
H -0.22728 6.21120 -1.72120
H -1.28475 5.30742 0.11216
H -2.52961 4.27585 -0.57807
H -1.27103 3.57671 0.44544
N 2.15218 -0.73466 -1.21561
C 1.88931 -2.02726 -1.85011
C 0.71024 -1.83474 -2.78824
N -0.41112 -1.16949 -2.09837
C -1.48017 -2.10141 -1.69796
C -0.97318 -3.07489 -0.64805
N -0.34020 -2.32479 0.44101
H 2.53585 -0.09483 -1.90583
H 2.85285 -0.80397 -0.47705
H 1.68627 -2.75286 -1.06544
H 2.74386 -2.39749 -2.42192
H 0.41162 -2.79191 -3.22624
H 1.03652 -1.20075 -3.61716
H -0.82494 -0.48040 -2.71499
H -1.86181 -2.66084 -2.55849
H -2.30081 -1.50299 -1.29422
H -0.23450 -3.74229 -1.09225
H -1.79514 -3.70586 -0.30464
H 0.36567 -2.86853 0.92445
H -1.02721 -2.08255 1.14691
*
```

No. 2
Molecular formula: C27H34N2O7
Method: DFT, wB97M-V/def2-TZVPD

- Energy above the lowest of the compared OMol25 structures with the same formula, charge and spin: 22.9 kJ/mol
- Structure (SMILES): COC(=O)C(OC)(C(=O)OC)C(c1ccc(N2CCOCC2)cc1)c1ccc(N2CCOCC2)cc1
- Highest occupied orbital energy: -7.3 eV

ORCA input file:
```
! wB97M-V def2-TZVPD RIJCOSX def2/J DEFGRID3
* xyz 0 1
C 4.27143 -1.50069 3.85438
O 3.14236 -2.06757 3.03785
C 2.08348 -1.23268 3.06186
O 2.06149 -0.23207 3.77113
C 0.88269 -1.57949 2.11620
O 0.67031 -2.96457 2.09944
C 0.63010 -3.53652 3.48020
C -0.19927 -0.77627 2.81739
O -0.29340 0.43634 2.88702
O -1.21227 -1.55007 3.22105
C -2.44413 -0.82616 3.48059
C 0.72301 -1.00253 0.60755
C -0.39727 -1.46244 -0.28198
C -1.48080 -0.61020 -0.65145
C -2.53309 -1.04823 -1.47839
C -2.44209 -2.30550 -2.12531
N -3.49332 -2.82279 -2.89829
C -4.85012 -2.25679 -2.74315
C -5.89158 -3.20726 -3.36157
O -5.59320 -3.46870 -4.73892
C -4.29735 -4.05261 -4.93305
C -3.16548 -3.26699 -4.25341
C -1.28043 -3.08364 -1.90231
C -0.33554 -2.71100 -0.94128
C 1.08360 0.41261 0.41050
C 1.68509 1.23060 1.37978
C 2.07314 2.55320 1.20064
C 2.07098 3.12892 -0.07887
N 2.41824 4.46382 -0.22526
C 2.68007 5.18813 1.00550
C 2.75395 6.70863 0.77138
O 3.71053 7.03252 -0.25944
C 3.41406 6.39067 -1.50836
C 3.19708 4.85552 -1.39697
C 1.58040 2.30182 -1.14441
C 1.00106 1.04820 -0.87899
H 4.91720 -2.33799 4.10394
H 4.84033 -0.79876 3.21752
H 3.92997 -1.00789 4.79481
H 1.11412 -4.52680 3.38014
H 1.18264 -2.88923 4.20450
H -0.43992 -3.59463 3.74791
H -3.17522 -1.63712 3.66629
H -2.30597 -0.15961 4.36514
H -2.65437 -0.23600 2.56151
H 1.58376 -1.74728 0.64294
H -1.40701 0.47389 -0.42045
H -3.34402 -0.33871 -1.71235
H -5.10046 -2.13491 -1.67514
H -4.94765 -1.27147 -3.25459
H -5.92616 -4.15530 -2.77951
H -6.89218 -2.73240 -3.40709
H -4.29029 -5.10381 -4.56343
H -4.14473 -4.02540 -6.02809
H -2.94960 -2.39082 -4.89819
H -2.27472 -3.90025 -4.20211
H -1.09896 -3.98679 -2.50191
H 0.58863 -3.29005 -0.82754
H 1.87657 0.82998 2.35776
H 2.40197 3.07751 2.09927
H 3.64036 4.87016 1.46461
H 1.85751 5.01704 1.71644
H 1.72514 7.09369 0.52052
H 3.17098 7.20811 1.67794
H 4.31995 6.60630 -2.10846
H 2.50838 6.85993 -1.96452
H 4.21902 4.40794 -1.36216
H 2.69797 4.51311 -2.31920
H 1.59824 2.65482 -2.18747
H 0.55483 0.46651 -1.71012
*
```

No. 3
Molecular formula: C27H34N6Se2V
Method: DFT, wB97M-V/def2-TZVPD

- Energy above the lowest of the compared OMol25 structures with the same formula, charge and spin: 0.0 kJ/mol
- Highest occupied orbital energy (spin up / spin down): -6.8 / -6.8 eV

ORCA input file:
```
! wB97M-V def2-TZVPD RIJCOSX def2/J DEFGRID3
* xyz 0 2
V 1.59614 0.70349 1.46416
Se 2.84143 -1.17244 -0.13169
Se 1.84773 -0.83387 3.56003
C 0.20414 -1.28758 2.77666
C -0.70734 -2.24641 3.23860
C -1.88217 -2.43737 2.54901
C -2.14551 -1.69109 1.39683
C -1.20118 -0.77950 0.98536
N -0.06571 -0.58194 1.66274
C 4.06199 0.21626 0.17474
C 5.37288 0.29734 -0.31688
C 6.14699 1.38593 0.00960
C 5.62615 2.39592 0.82424
C 4.33588 2.25764 1.27716
N 3.57813 1.20049 0.95928
H -0.47165 -2.81121 4.12921
H -2.60125 -3.16832 2.89769
H -3.05749 -1.82519 0.83244
H -1.32381 -0.19657 0.08020
H 5.74892 -0.50276 -0.93837
H 7.16182 1.45875 -0.36166
H 6.21242 3.25997 1.10076
H 3.86580 2.99469 1.91534
C -1.98402 -1.66739 -2.94316
C -2.06836 -2.82073 -3.97734
N -0.80801 -3.56308 -3.99927
C 0.25145 -2.67750 -4.48999
C 0.26062 -1.35731 -3.67566
N -0.60022 -1.49306 -2.49382
C -0.18608 -2.70336 -1.76922
C -0.48120 -3.95973 -2.62592
H -2.59722 -1.87986 -2.06281
H -2.33556 -0.72625 -3.37384
H -2.25036 -2.43682 -4.98401
H -2.87893 -3.51212 -3.73728
H 0.08610 -2.48748 -5.55298
H 1.20107 -3.20751 -4.39351
H -0.12059 -0.52777 -4.27659
H 1.26754 -1.09853 -3.33878
H -0.70958 -2.74408 -0.81260
H 0.87977 -2.61367 -1.55493
H -1.32958 -4.52352 -2.23106
H 0.37752 -4.63313 -2.64890
N 0.95696 1.33848 -0.46434
C 0.55133 1.58340 -1.50563
C 0.07103 1.89865 -2.81685
C 0.98813 2.15243 -3.83384
C 0.52352 2.41330 -5.11159
C -0.84123 2.41915 -5.36755
C -1.75029 2.17083 -4.34698
C -1.29864 1.90922 -3.06497
H 2.04785 2.12720 -3.61876
H 1.22716 2.60639 -5.90987
H -1.19933 2.61994 -6.36872
H -2.81249 2.17662 -4.55177
H -1.99188 1.69930 -2.26175
C 1.44068 3.48815 4.14900
C 0.47851 3.08300 3.03037
C 0.20822 4.26245 2.09497
C -0.82875 2.55499 3.62712
N 1.07748 2.01752 2.27355
H 0.99471 4.26511 4.77327
H 2.37244 3.87436 3.73188
H 1.67304 2.62319 4.77088
H -0.25152 5.08652 2.64447
H -0.46481 3.96135 1.29052
H 1.13925 4.61696 1.64957
H -1.31351 3.32542 4.23054
H -0.62477 1.68717 4.25586
H -1.51176 2.25083 2.83193
*
```

The highest energy above the lowest of the compared OMol25 structures with the same formula, charge and spin belongs to which entry? C27H34FeN6O2

The highest energy above the lowest of the compared OMol25 structures with the same formula, charge and spin belongs to which entry? C27H34FeN6O2

Number 1 is which compound? C27H34FeN6O2